A | A single C4H4O2S molecule, computed with the ωB97M-V functional and the def2-TZVPD basis.

The geometry in XYZ format:
```
11
Properties=species:S:1:pos:R:3:mulliken_charge:R:1
C 0.707 0.546 -0.229 0.54
C -0.653 -0.284 -0.302 0.50
C -1.881 0.567 -0.030 -0.28
C -2.928 -0.123 0.517 -0.61
H 3.120 0.386 0.286 0.16
H -1.700 1.701 -0.076 0.30
H -3.108 -1.160 0.390 0.29
H -3.793 0.407 0.859 0.27
O 0.668 1.725 -0.234 -0.46
O -0.600 -1.474 -0.548 -0.50
S 2.092 -0.474 0.316 -0.21
```

The HOMO energy is -0.353 hartree. For the LUMO energy, the calculation gives -0.70 eV. The spin multiplicity is 1. Its SMILES is C=CC(=O)C(=O)S.



B | A single C4H4O2S molecule, computed with the ωB97M-V functional and the def2-TZVPD basis.

The geometry in XYZ format:
```
11
Properties=species:S:1:pos:R:3:mulliken_charge:R:1
C 1.461 0.334 0.103 0.49
C 0.124 -0.471 0.139 0.64
C -1.095 0.308 -0.066 -0.33
C -2.296 -0.242 -0.161 -0.59
H 3.845 0.387 -0.087 0.17
H -0.918 1.388 -0.230 0.28
H -2.412 -1.308 -0.067 0.27
H -3.205 0.345 -0.308 0.26
O 1.426 1.518 0.359 -0.49
O 0.171 -1.628 0.460 -0.51
S 2.900 -0.632 -0.142 -0.21
```

The HOMO energy is -0.357 hartree. For the LUMO energy, the calculation gives -0.69 eV. The spin multiplicity is 1. Its SMILES is C=CC(=O)C(=O)S.



C | A single C4H4O2S molecule, computed with the ωB97M-V functional and the def2-TZVPD basis.

The geometry in XYZ format:
```
11
Properties=species:S:1:pos:R:3:mulliken_charge:R:1
C 0.048 -0.507 0.433 0.30
C -0.375 0.862 0.795 -1.25
C -0.712 1.970 1.133 0.39
C 0.786 -0.528 -0.969 0.54
H -0.664 -2.631 -0.185 0.16
H 0.764 -0.884 1.168 0.31
H -0.958 2.968 1.387 0.47
H 0.550 1.352 -1.064 0.28
O 0.853 0.615 -1.611 -0.42
O 1.086 -1.578 -1.491 -0.55
S -1.379 -1.639 0.405 -0.24
```

The HOMO energy is -0.353 hartree. For the LUMO energy, the calculation gives 0.58 eV. The spin multiplicity is 1. Its SMILES is C#C[C@@H](S)C(=O)O.



Stability, highest: B



A | A single C4H4O2S molecule, computed with the ωB97M-V functional and the def2-TZVPD basis.

The geometry in XYZ format:
```
11
Properties=species:S:1:pos:R:3:mulliken_charge:R:1
C -0.596 0.232 0.152 0.10
C -0.706 0.651 -1.129 -0.31
C 1.111 -0.575 -1.051 -0.61
C 0.598 -0.570 0.207 0.67
H -1.108 1.603 2.039 0.17
H -1.469 1.242 -1.660 0.41
H 1.988 -1.008 -1.490 0.42
H 0.456 -1.069 2.002 0.30
O 0.305 0.183 -1.870 -0.32
O 1.106 -1.188 1.289 -0.52
S -1.686 0.499 1.510 -0.29
```

The HOMO energy is -0.320 hartree. For the LUMO energy, the calculation gives 0.59 eV. The spin multiplicity is 1. Its SMILES is Oc1cocc1S.



B | A single C4H4O2S molecule, computed with the ωB97M-V functional and the def2-TZVPD basis.

The geometry in XYZ format:
```
11
Properties=species:S:1:pos:R:3:mulliken_charge:R:1
C -0.527 1.079 -0.629 0.23
C 0.582 0.706 0.250 -0.51
C 0.442 -0.770 0.655 -0.39
C -0.746 -1.245 -0.324 0.46
H 0.861 1.337 1.075 0.42
H 1.473 0.793 -0.480 0.23
H 1.213 -1.630 0.657 0.34
H -0.236 -0.531 1.688 0.21
O -1.141 -2.287 -0.668 -0.43
O -1.312 -0.028 -0.948 -0.33
S -0.610 2.576 -1.275 -0.25
```

The HOMO energy is -0.336 hartree. For the LUMO energy, the calculation gives -0.15 eV. The spin multiplicity is 1. Its SMILES is O=C1CCC(=S)O1.



Stability, highest: A



A | 3 unconnected molecules or ions with the total composition C2H11N2O2, computed with the ωB97M-V functional and the def2-TZVPD basis.

The geometry in XYZ format:
```
17
Properties=species:S:1:pos:R:3:mulliken_charge:R:1
C -0.510 1.933 -0.101 -0.19
C -0.491 0.941 0.783 -1.04
N 0.340 -0.322 0.661 -1.69
N -0.475 2.014 -1.514 -0.54
H -1.075 2.777 0.321 0.16
H -1.007 0.988 1.726 0.55
H 0.635 -0.404 -0.342 0.56
H -0.315 -1.097 0.849 0.75
H 1.049 -0.074 1.367 0.78
H -0.657 2.926 -1.908 0.30
H 0.502 1.801 -1.726 0.45
H 2.296 -0.077 3.883 0.33
H 2.035 -1.012 2.741 0.44
O 1.572 -0.357 3.303 -0.83
H -1.764 -3.743 -3.833 0.32
H -0.643 -3.295 -2.947 0.35
O -1.494 -2.999 -3.264 -0.70
```

The HOMO energy (alpha / beta) is -0.127 / -0.335 hartree. For the LUMO energy (alpha / beta), the calculation gives 0.85 / 0.47 eV. The spin multiplicity is 2.



B | 3 unconnected molecules or ions with the total composition C2H11N2O2, computed with the ωB97M-V functional and the def2-TZVPD basis.

The geometry in XYZ format:
```
17
Properties=species:S:1:pos:R:3:mulliken_charge:R:1
C -0.848 -0.478 -1.840 -0.84
N 0.592 -0.804 1.521 -0.42
C 0.460 -0.715 0.180 -0.15
N -0.710 -0.572 -0.391 -0.10
H -1.188 -1.478 -2.165 0.28
H -1.544 0.293 -2.316 0.25
H 0.102 -0.365 -2.175 0.33
H -0.291 -0.954 1.931 0.16
H 1.322 -1.434 1.926 0.21
H 1.296 -0.399 -0.449 0.24
H -1.428 -0.058 0.259 0.14
H 3.708 0.714 -0.370 0.32
H 3.379 2.264 -0.353 0.30
O 2.956 1.373 -0.404 -0.64
H -2.872 0.462 2.214 0.31
H -2.390 1.546 1.147 0.33
O -2.546 0.606 1.284 -0.72
```

The HOMO energy (alpha / beta) is -0.140 / -0.301 hartree. For the LUMO energy (alpha / beta), the calculation gives 0.71 / 0.60 eV. The spin multiplicity is 2.



Stability, highest: B